[1]
Molecular formula: C3H13NSi2
Method: DFT, wB97M-V/def2-TZVPD

* energy above the lowest of the compared OMol25 structures with the same formula, charge and spin: 362.6 kJ/mol
* molecular weight: 119.3 g mol⁻¹
* maximum force: 3.3 eV Å⁻¹
* gap between HOMO and LUMO: 8.9 eV
* E: -755.727182 Eh
* structure (SMILES): C=[SiH]C.C[SiH2]N

Cartesian coordinates (Å):
C (1.19761, -3.01083, -0.36747)
Si (-0.41459, -2.38605, -0.00070)
C (-1.70367, -1.79526, 1.27886)
H (1.65669, -3.32210, 0.57622)
H (1.31610, -3.84044, -1.03729)
H (-1.17857, -2.11043, -1.33548)
H (-2.48544, -2.65820, 1.32677)
H (-1.23402, -1.70707, 2.34450)
H (-2.17409, -0.79769, 0.91907)
C (-0.14364, 3.44409, 0.07282)
Si (1.17013, 1.93231, -0.05427)
N (0.75215, 0.96021, -1.50145)
H (-0.55689, 3.77486, 1.05768)
H (0.26145, 4.30315, -0.49664)
H (-0.93929, 3.06252, -0.63773)
H (2.53655, 2.38364, -0.02713)
H (1.11530, 0.89973, 0.90426)
H (-0.26567, 0.82361, -1.69959)
H (1.08989, 0.04395, -1.32246)

Here are the Löwdin charges for atoms 1 to 8, given in e: C -0.293; Si 0.661; C -0.308; H -0.062; H -0.052; H -0.045; H 0.046; H 0.043

***

[2]
Molecular formula: C36H26BrCuN4O2S2
Method: DFT, wB97M-V/def2-TZVPD

* energy above the lowest of the compared OMol25 structures with the same formula, charge and spin: 21.2 kJ/mol
* molecular weight: 754.2 g mol⁻¹
* maximum force: 1.1 eV Å⁻¹
* gap between HOMO and LUMO: 6.4 eV
* E: -6767.813675 Eh

Cartesian coordinates (Å):
Cu (0.02099, -0.24166, -0.64459)
O (0.97979, 3.69974, -2.46059)
C (0.91989, 4.42384, -1.33659)
C (1.39759, 5.73604, -1.33979)
C (1.31949, 6.51874, -0.20729)
C (0.76019, 6.00974, 0.95591)
C (0.32399, 4.69934, 0.98111)
C (0.40069, 3.89384, -0.14619)
C (0.02949, 2.42484, -0.05019)
O (0.43489, 1.65864, -1.07649)
N (-1.44311, 2.27964, 0.07971)
N (-1.89601, 1.09274, -0.19749)
C (-3.09631, 0.72214, 0.06301)
C (-3.60851, -0.51716, -0.42149)
Br (-2.48261, -1.38316, -1.72219)
C (-4.81431, -1.04376, -0.14929)
C (-5.75531, -0.44426, 0.79321)
C (-7.09451, -0.32366, 0.41971)
C (-8.00231, 0.30604, 1.24991)
C (-7.59771, 0.79744, 2.47971)
C (-6.28101, 0.64854, 2.87851)
C (-5.36471, 0.03414, 2.04511)
H (0.73219, 2.76244, -2.18539)
H (1.83209, 6.11664, -2.25119)
H (1.69929, 7.52904, -0.22189)
H (0.68269, 6.62524, 1.83951)
H (-0.07541, 4.28414, 1.89871)
H (0.42809, 2.05404, 0.93431)
H (-1.97221, 2.92664, 0.66511)
H (-3.79551, 1.37404, 0.59471)
H (-5.14771, -1.91246, -0.70019)
H (-7.40761, -0.69986, -0.54309)
H (-9.03071, 0.41774, 0.94111)
H (-8.30641, 1.29234, 3.12761)
H (-5.96761, 1.01494, 3.84591)
H (-4.34281, -0.09846, 2.37251)
S (4.27579, 3.61264, -0.30869)
C (5.73769, 4.49504, -0.40739)
C (6.82919, 3.68594, -0.47709)
C (6.49209, 2.32154, -0.45479)
C (5.14119, 2.09764, -0.36409)
C (4.41759, 0.84914, -0.31289)
C (3.01659, 0.89404, -0.12599)
N (2.24739, -0.15746, -0.09349)
C (2.79589, -1.36936, -0.24489)
C (4.19019, -1.55296, -0.38189)
C (4.69599, -2.87886, -0.49489)
C (3.86249, -3.94946, -0.48179)
C (2.45069, -3.79056, -0.36239)
C (1.55989, -4.86886, -0.37129)
C (0.19889, -4.63066, -0.23369)
C (-0.21661, -3.29206, -0.07739)
N (0.58849, -2.25736, -0.12179)
C (1.91219, -2.48926, -0.25099)
C (-0.77931, -5.69206, -0.26899)
C (-0.56971, -7.04476, -0.35139)
C (-1.75991, -7.78956, -0.41819)
C (-2.86961, -7.00476, -0.38819)
S (-2.48521, -5.33966, -0.27139)
C (5.00039, -0.40586, -0.41459)
H (5.70509, 5.56644, -0.40659)
H (7.83839, 4.05144, -0.54169)
H (7.22049, 1.53274, -0.50149)
H (2.52869, 1.84964, -0.01649)
H (5.76339, -3.01266, -0.60249)
H (4.25349, -4.95316, -0.57369)
H (1.95379, -5.86746, -0.48229)
H (-1.26331, -3.08856, 0.09561)
H (0.40619, -7.49696, -0.36109)
H (-1.79061, -8.86226, -0.49109)
H (-3.89511, -7.31236, -0.42869)
H (6.06819, -0.52726, -0.52299)

Here are the Löwdin charges for atoms 1 to 8, given in e: Cu 0.303; O 0.047; C -0.307; C -0.033; C -0.101; C -0.111; C -0.058; C -0.115